i.
Computed, not measured: C3H10N2O3 in the gas phase, with wB97M-V/def2-TZVPD.

As for the HOMO energy: -8.632 eV. Its charge is 0. The HOMO-LUMO gap comes out at 9.47 eV. For the LUMO energy, the calculation gives 0.031 hartree.

Each line ends with the Mulliken charge.
Atoms and positions in Å:
1 O -1.82 0.16 0.95  -0.551
2 O 1.57 0.32 -0.47  -0.266
3 O 0.54 2.15 0.32  -0.570
4 N 0.72 0.30 1.70  -0.699
5 N 1.98 -1.04 -0.15  -0.518
6 C 0.60 0.79 0.40  0.494
7 C -1.09 0.41 -0.26  0.285
8 C -1.05 -0.82 -1.14  -1.285
9 H -2.06 -1.16 -1.41  0.440
10 H -2.70 -0.15 0.72  0.323
11 H 0.29 2.15 -0.67  0.428
12 H -0.49 -0.62 -2.05  0.251
13 H -0.57 -1.65 -0.62  0.363
14 H 2.79 -0.90 0.44  0.249
15 H 0.20 0.89 2.34  0.269
16 H -1.56 1.24 -0.81  0.272
17 H 0.39 -0.66 1.77  0.285
18 H 2.25 -1.40 -1.07  0.230



ii.
Computed, not measured: 2 unconnected molecules or ions with the total composition C3H10N2O3, with wB97M-V/def2-TZVPD.

As for the HOMO energy: -9.443 eV. Its charge is 0. The HOMO-LUMO gap comes out at 10.15 eV. For the LUMO energy, the calculation gives 0.026 hartree.

Each line ends with the Mulliken charge.
Atoms and positions in Å:
1 O -0.32 -2.03 -2.10  -0.606
2 O 0.88 -2.57 -0.30  -0.493
3 O -0.74 0.97 -2.11  -0.610
4 N 0.59 1.79 0.55  -0.403
5 N -0.66 -0.95 -0.10  -0.108
6 C -0.16 0.92 1.44  -0.812
7 C -0.06 -1.81 -0.94  0.603
8 C -0.06 -0.57 1.18  -0.495
9 H -1.28 -0.26 -0.47  0.304
10 H 0.64 2.70 0.98  0.219
11 H -0.39 1.23 -2.98  0.267
12 H 1.43 -2.99 -0.96  0.317
13 H 1.53 1.48 0.36  0.209
14 H -0.62 1.83 -1.67  0.299
15 H -0.51 -1.13 2.01  0.276
16 H 0.97 -0.90 1.26  0.343
17 H -1.22 1.21 1.37  0.308
18 H 0.01 1.07 2.51  0.382



iii.
Computed, not measured: 2 unconnected molecules or ions with the total composition C3H10N2O3, with wB97M-V/def2-TZVPD.

As for the HOMO energy: -9.914 eV. Its charge is 0. The HOMO-LUMO gap comes out at 10.28 eV. For the LUMO energy, the calculation gives 0.013 hartree.

Each line ends with the Mulliken charge.
Atoms and positions in Å:
1 O 0.32 1.98 1.12  -0.453
2 O 0.36 0.36 -1.20  -0.565
3 O 0.35 -1.45 0.18  -0.623
4 N -2.06 0.11 -1.12  -0.400
5 N -0.08 0.60 1.10  -0.247
6 C 2.25 0.00 0.34  -1.312
7 C -2.21 -1.18 -0.99  -0.468
8 C 0.75 -0.17 0.15  0.699
9 H -2.43 -1.68 -0.04  0.333
10 H -0.47 2.46 0.83  0.342
11 H 2.52 -0.41 1.32  0.352
12 H 0.51 1.31 -1.23  0.365
13 H 2.77 -0.57 -0.43  0.352
14 H -2.75 -1.67 -1.80  0.303
15 H 2.53 1.05 0.31  0.323
16 H 0.11 0.23 2.03  0.267
17 H -0.68 -1.50 -0.33  0.340
18 H -1.79 0.54 -0.23  0.390



Stability check: which of them is least stable? iii.



i.
Computed, not measured: C16H21N3OS in the gas phase, with wB97M-V/def2-TZVPD.

As for the HOMO energy: -8.101 eV. Its charge is 0. The HOMO-LUMO gap comes out at 8.72 eV. For the LUMO energy, the calculation gives 0.023 hartree.

Each line ends with the Mulliken charge.
Atoms and positions in Å:
1 S -2.53 -1.84 -0.34  -0.216
2 O -0.23 1.64 3.23  -0.670
3 N 0.80 -0.08 2.21  0.087
4 N -1.35 0.54 0.24  0.300
5 N -1.39 0.00 -1.94  -0.701
6 C 3.15 -0.54 0.63  -0.937
7 C 0.40 3.22 -2.30  -0.502
8 C -0.26 0.72 2.44  0.828
9 C -0.19 2.05 -2.75  -0.687
10 C 0.86 -1.23 1.34  -0.731
11 C 3.03 0.65 1.59  -0.414
12 C -0.73 1.57 -0.42  0.450
13 C -1.56 0.43 1.66  -0.823
14 C -1.72 -0.35 -0.73  0.400
15 C -0.76 1.22 -1.79  0.559
16 C -3.36 -3.86 -2.01  -1.271
17 C -0.15 2.75 0.01  -0.847
18 C 0.41 3.56 -0.95  -0.787
19 C -2.70 -2.49 -2.04  -0.287
20 C 1.77 -0.95 0.14  -0.014
21 C 2.09 0.29 2.74  -0.995
22 H -2.76 -4.56 -1.44  0.335
23 H 1.83 -1.84 -0.49  0.398
24 H 3.78 -0.27 -0.22  0.406
25 H -0.13 -1.54 1.02  0.097
26 H -0.13 3.02 1.06  0.505
27 H -4.35 -3.80 -1.56  0.336
28 H 0.85 3.89 -3.02  0.387
29 H 1.29 -2.06 1.92  0.475
30 H -1.70 -2.53 -2.46  0.343
31 H -0.21 1.78 -3.79  0.470
32 H -3.29 -1.76 -2.59  0.344
33 H -1.94 -0.57 1.89  0.445
34 H 1.95 1.15 3.40  0.436
35 H -3.46 -4.23 -3.03  0.372
36 H 3.62 -1.38 1.14  0.338
37 H 2.63 1.51 1.05  0.228
38 H -2.29 1.17 1.99  0.314
39 H 2.50 -0.55 3.31  0.335
40 H 0.88 4.49 -0.65  0.411
41 H 4.01 0.91 1.99  0.362
42 H 1.34 -0.14 -0.46  -0.077



ii.
Computed, not measured: C16H21N3OS in the gas phase, with wB97M-V/def2-TZVPD.

As for the HOMO energy: -8.878 eV. Its charge is 0. The HOMO-LUMO gap comes out at 9.65 eV. For the LUMO energy, the calculation gives 0.028 hartree.

Each line ends with the Mulliken charge.
Atoms and positions in Å:
1 S 0.70 0.76 1.43  -0.076
2 O 0.99 -1.53 0.23  -0.674
3 N 0.63 3.16 0.55  -0.602
4 N 1.06 0.19 -1.21  0.083
5 N 0.82 2.41 -0.53  -0.506
6 C -2.71 -0.14 3.64  -0.614
7 C -3.23 -0.42 2.39  -0.430
8 C 1.27 -2.06 -2.11  0.334
9 C 1.10 -1.15 -0.91  0.016
10 C 0.88 1.15 -0.26  0.342
11 C 3.78 -1.69 -2.04  -1.270
12 C -2.02 2.03 2.88  0.434
13 C 0.24 3.10 2.97  -0.616
14 C 2.53 -1.72 -2.92  -0.650
15 C -3.15 0.52 1.39  -0.630
16 C -0.02 -2.01 -2.95  -0.460
17 C -0.09 -3.13 -3.98  -1.352
18 C 0.54 2.50 1.64  0.603
19 C -2.11 1.08 3.88  -0.175
20 C -1.28 3.32 3.11  -1.189
21 C -2.55 1.74 1.63  -0.174
22 H -1.05 -3.11 -4.49  0.410
23 H -0.87 -2.10 -2.27  0.417
24 H -0.09 -1.05 -3.45  0.258
25 H -3.56 0.31 0.41  0.406
26 H 4.66 -1.49 -2.65  0.416
27 H 0.01 -4.10 -3.50  0.323
28 H 0.69 -3.03 -4.73  0.323
29 H 0.75 4.06 3.05  0.386
30 H -2.77 -0.87 4.43  0.386
31 H 0.59 2.43 3.75  0.331
32 H 3.91 -2.64 -1.54  0.331
33 H -1.69 1.29 4.86  0.388
34 H 3.70 -0.92 -1.28  0.278
35 H 1.38 -3.07 -1.70  0.474
36 H -1.59 4.07 2.38  0.392
37 H -3.70 -1.38 2.20  0.390
38 H 2.66 -2.47 -3.70  0.384
39 H 2.40 -0.75 -3.41  0.296
40 H 1.16 0.52 -2.16  0.254
41 H -2.48 2.48 0.84  0.353
42 H -1.48 3.70 4.12  0.407



Stability check: which of them is least stable? ii.



i.
Computed, not measured: 2 unconnected molecules or ions with the total composition C4H7NO3, with wB97M-V/def2-TZVPD.

As for the HOMO energy (spin up / spin down): -3.352 / -8.144 eV. Its spin multiplicity is 3. Its charge is 0. The HOMO-LUMO gap (spin up / spin down) comes out at 4.16 / 6.90 eV. For the LUMO energy (spin up / spin down), the calculation gives 0.030 / -0.046 hartree.

Each line ends with the Mulliken charge.
Atoms and positions in Å:
1 O -1.45 1.21 -0.95  -0.440
2 O 1.91 2.75 -0.15  -0.345
3 O 2.00 0.72 -1.20  -0.404
4 N -0.18 -0.95 -0.06  -0.079
5 C -0.71 1.30 0.27  -0.133
6 C 1.91 1.72 -0.64  0.690
7 C -0.03 0.29 0.82  -0.849
8 C -0.11 -2.17 0.74  -1.100
9 H 0.91 -2.28 1.11  0.335
10 H -0.77 -2.05 1.60  0.425
11 H 0.57 -0.91 -0.76  0.354
12 H -0.72 2.26 0.75  0.415
13 H -1.07 -0.88 -0.57  0.369
14 H -1.86 2.06 -1.11  0.349
15 H -0.40 -3.05 0.17  0.413



ii.
Computed, not measured: a molecular structure, C4H7NO3, with wB97M-V/def2-TZVPD.

As for the HOMO energy (spin up / spin down): -6.162 / -9.281 eV. Its spin multiplicity is 3. Its charge is 0. The HOMO-LUMO gap (spin up / spin down) comes out at 6.63 / 5.99 eV. For the LUMO energy (spin up / spin down), the calculation gives 0.017 / -0.121 hartree.

Each line ends with the Mulliken charge.
Atoms and positions in Å:
1 O -1.87 0.22 -0.78  -0.323
2 O 1.71 0.46 -1.32  -0.707
3 O 1.83 -1.15 0.20  -0.633
4 N 1.36 -0.03 -0.25  0.742
5 C 0.09 2.00 0.34  -1.218
6 C -1.11 -0.54 -0.33  0.599
7 C -0.87 -1.89 -0.19  -0.970
8 C 0.37 0.53 0.57  -0.128
9 H -0.84 -2.03 0.90  0.281
10 H 0.16 -2.11 -0.47  0.374
11 H -0.44 2.14 -0.54  0.371
12 H -0.26 2.54 1.24  0.274
13 H 0.98 2.45 -0.07  0.404
14 H -1.52 -2.63 -0.82  0.340
15 H 0.41 0.02 1.50  0.593



Stability check: which of them is least stable? ii.



i.
Computed, not measured: 2 unconnected molecules or ions with the total composition C4H12NO2P, with wB97M-V/def2-TZVPD.

As for the HOMO energy: -8.477 eV. Its charge is 0. The HOMO-LUMO gap comes out at 9.32 eV. For the LUMO energy, the calculation gives 0.031 hartree.

Each line ends with the Mulliken charge.
Atoms and positions in Å:
1 P -1.27 0.10 -0.63  0.040
2 O 0.24 2.66 -0.63  -0.603
3 O -2.35 0.81 0.36  -0.459
4 N -0.15 0.43 1.76  -0.724
5 C 1.30 -1.03 0.33  -0.589
6 C 2.15 -0.01 -0.48  -0.988
7 C 0.08 -0.21 0.71  0.642
8 C -1.92 -1.75 -0.43  -1.125
9 H -1.83 1.24 0.99  0.301
10 H 0.45 0.43 2.57  0.239
11 H -0.22 3.50 -0.57  0.275
12 H -2.86 -1.92 -0.89  0.402
13 H -0.15 2.36 -1.51  0.354
14 H 1.80 -1.24 1.18  0.410
15 H 1.18 -1.83 -0.35  0.244
16 H 1.56 0.27 -1.46  0.207
17 H 2.19 0.94 0.10  0.274
18 H -2.00 -1.90 0.63  0.299
19 H 3.02 -0.49 -0.80  0.444
20 H -1.23 -2.38 -0.89  0.357



ii.
Computed, not measured: a molecular structure, C4H12NO2P, with wB97M-V/def2-TZVPD.

As for the HOMO energy: -8.662 eV. Its charge is 0. The HOMO-LUMO gap comes out at 9.16 eV. For the LUMO energy, the calculation gives 0.018 hartree.

Each line ends with the Mulliken charge.
Atoms and positions in Å:
1 P 1.82 -1.09 0.88  0.447
2 O 3.28 -0.37 1.30  -0.497
3 O 2.07 -1.42 -0.50  -0.431
4 N 0.65 0.92 0.92  -0.534
5 C -1.99 -2.50 0.43  -1.097
6 C 1.51 1.56 -1.19  -1.260
7 C 0.30 1.11 -0.46  0.802
8 C -0.84 0.86 -1.08  -1.142
9 H 3.36 0.12 2.08  0.293
10 H -2.63 -2.18 -0.30  0.363
11 H -2.07 -2.35 1.41  0.292
12 H 0.05 0.89 1.72  0.280
13 H 2.18 0.72 -1.43  0.259
14 H -1.90 -3.61 0.18  0.308
15 H 2.11 2.27 -0.56  0.329
16 H 1.43 1.45 1.25  0.319
17 H -0.93 1.12 -2.10  0.306
18 H -0.97 -2.31 0.01  0.146
19 H -1.64 0.47 -0.52  0.324
20 H 1.20 2.22 -1.91  0.493



iii.
Computed, not measured: 2 unconnected molecules or ions with the total composition C4H12NO2P, with wB97M-V/def2-TZVPD.

As for the HOMO energy: -10.180 eV. Its charge is 0. The HOMO-LUMO gap comes out at 10.56 eV. For the LUMO energy, the calculation gives 0.014 hartree.

Each line ends with the Mulliken charge.
Atoms and positions in Å:
1 P -2.39 -0.05 -0.32  0.655
2 O -3.09 1.23 -0.21  -0.663
3 O -3.24 -1.25 0.28  -0.529
4 N -0.39 -1.99 -0.21  -0.711
5 C -0.83 -0.16 0.57  -0.477
6 C 0.55 0.95 -1.21  -1.498
7 C 1.54 0.50 1.07  -1.503
8 C 0.27 0.81 0.28  0.765
9 H 2.32 1.23 0.83  0.405
10 H 1.36 0.54 2.14  0.387
11 H 0.26 -1.73 -0.94  0.250
12 H 0.15 -2.37 0.56  0.233
13 H 1.25 1.76 -1.39  0.409
14 H -2.12 -0.47 -1.62  0.067
15 H -0.13 1.78 0.63  0.274
16 H -0.96 -0.42 1.62  0.548
17 H -0.38 1.17 -1.75  0.434
18 H 0.99 0.04 -1.62  0.274
19 H -2.70 -2.05 0.27  0.365
20 H 1.92 -0.49 0.81  0.313



Stability check: which of them is least stable? i.



i.
Computed, not measured: 2 unconnected molecules or ions with the total composition C4H12NO2P, with wB97M-V/def2-TZVPD.

As for the HOMO energy (spin up / spin down): -8.606 / -8.555 eV. Its charge is 0. The HOMO-LUMO gap (spin up / spin down) comes out at 7.63 / 7.80 eV. For the LUMO energy (spin up / spin down), the calculation gives -0.036 / -0.028 hartree.

Each line ends with the Mulliken charge.
Atoms and positions in Å:
1 P -1.93 0.75 0.39  0.220
2 O -1.97 0.60 1.98  -0.480
3 O -0.44 1.17 0.05  -0.253
4 N -2.14 -1.84 0.38  -0.449
5 C 1.05 -0.42 0.93  -1.491
6 C 0.57 0.27 -0.30  1.488
7 C 1.65 1.25 -0.83  -1.719
8 C 0.20 -0.84 -1.35  -1.203
9 H 1.40 0.36 1.78  0.263
10 H -2.00 -0.22 2.45  0.360
11 H 1.09 -1.45 -1.73  0.363
12 H 2.07 1.76 0.11  0.300
13 H -2.46 2.09 0.32  0.029
14 H 1.78 -1.19 0.84  0.420
15 H 1.23 1.89 -1.46  0.535
16 H -2.18 -2.18 -0.57  0.274
17 H 0.36 -1.06 1.44  0.432
18 H 2.41 0.79 -1.43  0.394
19 H -0.18 -0.32 -2.30  0.339
20 H -0.51 -1.41 -0.70  0.177



ii.
Computed, not measured: 2 unconnected molecules or ions with the total composition C4H12NO2P, with wB97M-V/def2-TZVPD.

As for the HOMO energy: -8.447 eV. Its charge is 0. The HOMO-LUMO gap comes out at 9.35 eV. For the LUMO energy, the calculation gives 0.033 hartree.

Each line ends with the Mulliken charge.
Atoms and positions in Å:
1 P 1.41 -0.18 -0.30  0.493
2 O 2.79 -0.78 -0.85  -0.502
3 O 1.44 -0.95 1.18  -0.566
4 N -1.17 0.35 1.49  -0.592
5 C -1.80 -1.57 0.50  -1.347
6 C 2.03 1.64 0.04  -0.951
7 C -1.87 0.64 -0.89  -1.201
8 C -1.52 -0.12 0.38  0.722
9 H 2.32 2.24 -0.86  0.299
10 H 3.27 -1.24 -0.07  0.325
11 H -2.79 1.11 -0.62  0.407
12 H -1.90 -0.17 -1.66  0.298
13 H 1.25 2.23 0.64  0.233
14 H 2.84 1.63 0.83  0.308
15 H -1.70 -1.79 1.54  0.482
16 H 0.53 -1.09 1.57  0.369
17 H -1.29 -2.38 -0.05  0.274
18 H -2.90 -1.73 0.20  0.343
19 H -1.16 1.41 -1.00  0.354
20 H -1.03 1.37 1.52  0.250



Stability check: which of them is least stable? i.